Computed, not measured: a cluster of 9 separate species, H19O9 in total at a distorted geometry, with ωB97M-V/def2-TZVPD.

```
! wB97M-V def2-TZVPD RIJCOSX def2/J DEFGRID3
* xyz 1 1
O -1.624 0.658 1.148
H -2.528 0.200 1.090
H 2.995 -0.186 -0.444
O 0.508 -0.272 3.254
H 0.321 -0.712 4.067
O 0.617 -0.292 0.329
H 2.662 2.399 0.298
H 1.215 -0.273 1.074
O 2.360 1.745 -0.310
H 0.755 -0.979 -0.300
H 1.400 0.047 3.356
O 0.003 -2.903 -1.010
H 0.445 1.638 -2.462
H -0.270 -3.714 -0.593
O 0.186 1.580 -3.377
H 0.926 1.760 -3.933
H 0.688 -3.333 -1.643
O -1.660 1.797 -1.180
H -1.875 1.395 0.410
H -1.588 2.636 -1.674
O -3.584 -1.100 1.330
H 2.613 1.646 -1.207
H -1.708 0.992 -1.763
O 3.010 -1.124 -0.329
H -3.408 -2.018 1.154
H -4.125 -1.081 2.149
H -0.643 0.323 0.885
H 3.389 -1.354 0.513
*
```

Values from the calculation:
* electronic energy: -688.28021 hartree
* E_LUMO: -2.733 eV
* frontier orbital gap: 0.4215 hartree
* HOMO: -14.2024 eV
* energy relative to the best compared isomer or geometry (same formula, charge and spin): 60.6 kcal per mole

Here are the Löwdin charges for atoms 1 to 5, given in e: number 1, O, carries 0.0847; number 2, H, carries 0.1005; number 3, H, carries -0.0140; number 4, O, carries -0.0173; number 5, H, carries 0.0404